The following is a quantum chemistry calculation of an isolated molecule of C3H5NO2, from the Open Molecules 2025 dataset.

Its spin multiplicity is 1. The SMILES is N=C=C(O)CO. The value obtained for the largest force on an atom is 0.54 eV Å⁻¹. Its total energy is -8774.935 eV. The energy above the lowest of the compared OMol25 structures with the same formula, charge and spin comes out at 2.7601 eV. Its total charge is 0. The value obtained for the HOMO-LUMO gap is 9.066 eV.

Cartesian coordinates (Å):
C 1.0866 -0.6553 0.2529
O 0.4164 1.4668 1.2651
H 2.0744 -0.1708 0.2867
C 0.0252 0.3889 0.5005
C -1.1589 0.2506 -0.0627
H -2.5114 0.2675 -1.3896
H 0.7315 -0.6471 -1.6315
H 1.0651 -1.4203 1.0364
N -2.3057 -0.0247 -0.4317
O 0.8580 -1.3327 -0.9613
H -0.3374 1.7682 1.7874